1.
14
Properties=species:S:1:pos:R:3:forces:R:3 method="wB97M-V/def2-TZVPD" smiles="C/C=C/CN" relative_energy_ev=1.972 homo_lumo_gap_ev=10.2 e_homo_ha=-0.33246
N -0.58618 -1.57700 1.90953 2.00 -0.71 0.30
C 1.03362 1.54747 -1.44531 0.93 2.36 0.68
C -1.04987 -1.00713 0.61190 0.57 0.22 1.58
C 0.16940 0.35126 -1.22983 -0.67 -1.07 0.71
C -0.24243 0.11537 0.02966 0.53 1.22 1.66
H -2.03981 -0.59153 0.87755 0.12 -0.53 -0.66
H 0.07211 -0.46115 -2.03255 -0.17 1.44 1.12
H -0.55109 -0.93723 2.70715 -0.19 0.05 -0.64
H 0.03157 0.86278 0.93403 -0.53 -1.29 -2.42
H 0.60365 2.58162 -2.05969 1.29 -3.46 1.25
H -1.04358 -1.86364 -0.02717 -0.71 -0.35 -0.78
H 2.00812 1.05366 -1.82562 -1.19 1.77 0.17
H 1.21389 1.96822 -0.34206 -0.01 -0.71 -2.57
H 0.38061 -2.04270 1.89242 -1.96 1.07 -0.39

2.
15
Properties=species:S:1:pos:R:3:forces:R:3 method="wB97M-V/def2-TZVPD" smiles="C=[NH+]C(=C)NC" charge=+1 relative_energy_ev=2.997 homo_lumo_gap_ev=7.9 e_homo_ha=-0.49518
N -0.64537 -0.68457 -0.70514 -1.02 -0.97 -2.10
N 0.79774 1.12111 0.02342 -1.77 1.64 -0.21
C 0.55722 -0.22173 -0.20908 0.54 -3.53 0.45
C 0.20306 2.19522 -0.36787 0.59 0.09 0.95
C -1.72627 -0.84435 0.33362 1.63 -0.80 0.13
C 1.56683 -1.05155 0.16910 0.36 -0.69 -1.24
H -1.74680 0.14374 0.75168 -0.69 0.20 0.83
H -2.72219 -1.20977 0.03759 0.65 0.54 -0.67
H -0.48508 -1.58293 -1.22829 -0.26 1.41 0.73
H -0.67193 2.26022 -0.96594 -0.54 -0.87 -0.72
H 1.66968 -2.10450 -0.24681 -0.78 1.32 1.05
H 2.46662 -0.73666 0.69355 -0.05 0.35 -0.32
H 0.53612 3.16354 -0.01103 0.47 -0.25 0.14
H 1.51969 1.15774 0.69423 1.34 0.93 0.76
H -1.31931 -1.60552 1.03099 -0.47 0.64 0.22

3.
15
Properties=species:S:1:pos:R:3:forces:R:3 method="wB97M-V/def2-TZVPD" smiles="C/N=C/C=C/[NH3+]" charge=+1 relative_energy_ev=3.124 homo_lumo_gap_ev=9.6 e_homo_ha=-0.49507
N -0.86039 -0.65429 1.06715 0.90 0.84 -1.28
N 0.95401 1.99037 -1.62854 -2.23 0.36 -1.98
C 0.21928 0.92862 -0.93103 -4.01 0.50 1.21
C -1.34856 -1.37019 2.17650 -0.31 -1.08 -0.02
C 0.67834 -0.28193 -0.64665 2.25 -0.24 -1.27
C 0.03528 -1.15952 0.33242 -1.29 1.41 0.53
H -0.93073 -2.43152 2.24531 -0.64 1.18 0.06
H -0.90363 1.23015 -0.57235 3.18 -0.57 -0.83
H 0.52074 2.32342 -2.58694 1.34 -1.40 1.74
H 0.35331 -2.13307 0.56169 0.96 -1.46 -0.30
H 0.92060 2.85073 -1.12118 -0.17 0.77 1.05
H 1.66032 -0.67401 -1.08176 -1.27 0.78 0.65
H 1.91080 1.73569 -1.62221 1.50 -0.29 -0.94
H -0.97939 -0.74925 3.01480 -0.95 -0.60 0.15
H -2.44908 -1.35948 1.97270 0.71 -0.20 1.23

4.
15
Properties=species:S:1:pos:R:3:forces:R:3 method="wB97M-V/def2-TZVPD" charge=+1 relative_energy_ev=6.700 homo_lumo_gap_ev=8.0 e_homo_ha=-0.53026
N 1.70153 -0.11171 0.44147 3.24 0.38 2.35
N -0.51426 1.80024 0.26773 -0.50 -5.96 -2.37
C 0.61675 -0.65361 -0.18940 0.91 -2.81 -2.99
C -0.63377 -0.12465 0.00607 -0.04 7.52 2.43
C 2.79403 0.18538 -0.14009 -2.23 0.43 -1.54
C -1.94558 -0.56526 0.14214 -1.30 -0.73 -1.85
H -2.06140 -1.47887 -0.43226 -0.42 -0.44 0.15
H -1.08721 1.74737 1.09453 0.64 0.79 0.82
H 0.69528 -1.77158 -0.36172 -0.38 0.67 1.13
H 0.49924 1.96549 0.24500 -0.67 0.02 1.17
H 3.66539 0.43275 0.39178 0.87 0.29 1.02
H -2.40486 -0.65723 1.10228 0.66 -0.65 1.55
H -2.67512 0.17440 -0.14503 -0.08 0.62 -1.05
H 2.84099 0.37289 -1.23540 0.09 -0.64 0.30
H 0.79040 -0.47562 -1.26402 -0.79 0.49 -1.14

5.
15
Properties=species:S:1:pos:R:3:forces:R:3 method="wB97M-V/def2-TZVPD" charge=+1 relative_energy_ev=6.930 homo_lumo_gap_ev=9.3 e_homo_ha=-0.54604
N 1.14254 -0.30043 1.21674 -2.11 0.19 0.00
N 0.19105 1.91642 -0.93775 1.14 -2.26 0.16
C -0.58225 0.84855 -0.19919 -2.07 -1.87 -0.86
C -1.88022 -0.02875 -0.69067 1.00 1.16 0.99
C 0.79338 0.00903 -0.16386 -3.03 -3.47 -0.94
C 1.25741 1.18414 -0.76632 1.42 3.20 -1.70
H -0.82244 1.37701 0.74081 -0.04 -0.81 0.07
H 2.03607 -0.65980 1.18158 2.48 -1.97 0.53
H -1.61498 -0.69286 -1.52669 0.00 0.15 0.51
H 0.37813 -0.98123 1.57442 1.89 1.58 0.04
H -2.18087 -0.59315 0.25158 0.35 0.42 -1.35
H 1.19393 -1.60814 -1.04318 -1.16 3.56 1.77
H 2.28506 1.44331 -0.94330 0.31 0.47 -0.52
H -2.76151 0.56534 -1.00653 0.72 -0.04 0.33
H 1.29171 0.61831 1.65151 -0.89 -0.31 0.96

6.
15
Properties=species:S:1:pos:R:3:forces:R:3 method="wB97M-V/def2-TZVPD" charge=+1 relative_energy_ev=1.880 homo_lumo_gap_ev=11.3 e_homo_ha=-0.56603
N -1.65484 1.35512 0.15296 -0.22 -0.10 0.05
N 2.10936 -0.08302 -0.07012 -1.63 0.03 -0.22
C -1.68830 0.21228 -0.43751 -0.20 0.45 -0.21
C 0.96051 -0.06859 -0.21491 0.59 -0.21 0.06
C 3.48964 -0.11799 0.08968 1.29 -0.05 0.21
C -2.42774 -0.92832 0.08994 -0.02 -0.42 0.27
H -2.74257 -0.79833 1.12317 -0.01 0.01 -0.01
H -1.24138 0.12975 -1.41938 -0.02 0.17 0.07
H -2.05979 1.47665 1.07712 0.05 0.00 -0.18
H -1.83196 -1.83603 -0.01001 0.10 0.03 0.04
H 3.75925 0.40545 1.00819 0.05 -0.06 -0.10
H -3.30562 -1.09582 -0.54017 -0.03 0.11 -0.06
H 3.96497 0.36702 -0.76311 0.03 -0.06 0.09
H -1.14871 2.13866 -0.23956 -0.02 -0.04 0.00
H 3.81720 -1.15684 0.15371 0.04 0.13 -0.01

7.
15
Properties=species:S:1:pos:R:3:forces:R:3 method="wB97M-V/def2-TZVPD" charge=+1 relative_energy_ev=6.159 homo_lumo_gap_ev="6.2 / 6.3" e_homo_ha="-0.45489 / -0.45688"
N 0.98572 1.08641 2.04631 -1.71 -0.68 -0.27
N -1.28338 1.29816 2.09198 1.30 -0.51 -0.69
C -0.38652 -1.12106 -1.15499 1.37 -0.44 0.06
C -0.21012 0.66800 1.56126 0.05 0.96 0.04
C 0.82745 -1.48832 -1.79746 1.55 -0.09 2.37
C -0.23311 -0.37310 -2.30244 -0.96 -0.54 -1.69
H 1.18182 1.85631 2.64322 -0.75 0.93 0.74
H -1.16423 -1.78898 -1.01252 -1.62 -0.86 1.20
H 1.77131 -1.03734 -1.42558 -0.73 0.42 -0.81
H -1.41459 1.60283 3.01738 1.06 0.74 1.56
H -0.97360 -0.58804 -3.09321 0.34 0.48 0.39
H 1.75790 0.49045 2.06067 1.12 -1.26 -0.74
H 1.05414 -2.55002 -1.97310 -0.76 0.43 -0.49
H 0.24979 0.55180 -2.33961 0.90 1.19 -0.16
H -2.16257 1.39289 1.67809 -1.15 -0.77 -1.49

8.
15
Properties=species:S:1:pos:R:3:forces:R:3 method="wB97M-V/def2-TZVPD" smiles="CN=[N+]=C(C)C" charge=+1 relative_energy_ev=4.157 homo_lumo_gap_ev=9.8 e_homo_ha=-0.55507
N 0.56396 -0.31855 0.05495 1.08 0.12 -1.16
N 1.70767 -0.60915 -0.23542 -4.90 -1.96 4.11
C 2.51523 -0.10571 -1.18820 0.46 4.29 -1.25
C -1.04049 1.04947 1.50368 3.61 -1.03 -2.70
C -0.63389 -0.13298 0.39868 -1.11 1.70 1.20
C -1.85044 -0.84883 -0.22463 3.59 -0.30 -0.71
H -0.73532 2.00880 0.96123 -0.74 -1.16 1.04
H -2.28503 -1.37876 0.59180 -0.39 -0.98 0.24
H -2.07407 0.95011 1.71443 -0.77 0.01 0.27
H 2.12195 0.73542 -1.81440 0.24 0.02 1.05
H 2.60613 -0.81295 -1.92260 1.16 -2.47 -1.48
H -0.34262 0.83818 2.32958 -0.67 0.48 0.02
H -1.44870 -1.41410 -1.11675 -1.16 0.20 1.12
H 3.39375 0.10328 -0.57426 0.64 0.11 -1.02
H -2.49813 -0.06423 -0.47809 -1.04 0.97 -0.72

9.
15
Properties=species:S:1:pos:R:3:forces:R:3 method="wB97M-V/def2-TZVPD" charge=+1 relative_energy_ev=5.290 homo_lumo_gap_ev="9.8 / 9.2" e_homo_ha="-0.57386 / -0.53723"
N 0.87534 -0.66876 0.11215 -0.93 0.41 -1.09
N 1.62761 0.56442 1.91210 -0.41 0.39 -1.44
C -1.82870 0.00969 -1.33654 0.02 0.02 -0.05
C 0.16981 0.39834 0.03431 1.76 -0.55 1.82
C -0.84039 1.03201 -0.72956 -0.96 0.29 -0.75
C 1.77494 -0.72478 1.23353 0.83 -0.53 1.16
H -1.38968 1.74528 -0.09954 0.26 -0.09 0.00
H 0.83943 -1.42249 -0.59753 -0.01 0.33 0.33
H -2.20239 -0.67313 -0.57732 -0.03 -0.02 0.04
H -0.35691 1.62835 -1.51952 0.02 -0.06 0.19
H 1.00071 0.53524 2.71154 -0.19 -0.38 0.19
H 2.81361 -0.81426 0.88061 -0.30 0.03 -0.03
H -2.67492 0.55407 -1.74631 0.00 0.00 -0.07
H 1.55184 -1.60535 1.85721 -0.06 0.22 -0.23
H -1.36029 -0.55862 -2.13514 0.00 -0.07 -0.07

10.
15
Properties=species:S:1:pos:R:3:forces:R:3 method="wB97M-V/def2-TZVPD" charge=+1 relative_energy_ev=3.455 homo_lumo_gap_ev=11.5 e_homo_ha=-0.54877
N 0.63286 0.94257 -0.98893 -0.65 -2.41 0.44
N -0.27016 -1.23681 -0.15086 -1.88 -0.32 1.01
C -1.38890 -0.41622 0.56091 4.13 0.25 -4.47
C 1.92795 0.56544 -1.52783 -0.18 0.86 -2.55
C -1.28566 -0.12468 1.95748 -0.21 1.39 0.19
C -0.14418 -0.00475 -0.54837 -3.27 -0.25 3.49
H 2.01346 -0.51255 -1.48656 0.11 -0.09 0.06
H 2.72962 1.04289 -0.99616 0.29 0.21 0.21
H -2.02254 -0.73003 2.44110 -0.44 -0.04 0.81
H -1.41518 0.96511 2.10259 -0.18 -0.67 0.37
H -0.22393 -2.27948 -0.20794 0.86 1.46 -0.54
H 1.90909 0.88508 -2.62034 0.50 -0.48 1.35
H 0.23141 1.85752 -0.98173 0.18 0.62 -0.09
H -0.32309 -0.40994 2.21402 1.87 -0.34 1.34
H -2.37074 -0.54415 0.23263 -1.12 -0.18 -1.62

11.
15
Properties=species:S:1:pos:R:3:forces:R:3 method="wB97M-V/def2-TZVPD" spin_multiplicity=3 charge=+1 relative_energy_ev=3.876 s_squared=2.012 homo_lumo_gap_ev="7.6 / 9.2" e_homo_ha="-0.43379 / -0.58902"
N 1.89042 -0.65633 -0.09457 1.73 1.23 -1.06
N 0.42645 2.34054 0.67682 -1.09 0.66 2.26
C 0.71013 1.19188 1.15108 -0.29 0.90 -0.53
C 1.30995 1.82333 -0.33356 1.42 1.85 -0.95
C 0.89491 0.46463 -0.15950 -0.30 -1.96 0.44
C -2.71616 -1.04407 0.05873 -1.08 -0.33 -1.85
H 2.14280 -0.90378 -1.10260 -0.26 -0.23 1.79
H 1.45884 -1.39540 0.43537 -0.08 -0.99 -0.05
H -0.04305 0.20726 -0.65474 0.32 -0.67 -0.33
H -2.61597 -0.15691 0.58558 1.29 2.03 0.67
H -1.87293 -1.68321 -0.06814 0.75 -0.46 0.66
H 2.79488 -0.36370 0.43211 -1.75 -0.41 -1.06
H -3.50416 -1.44073 0.66349 -0.57 -1.21 -0.24
H 2.14783 2.44132 -0.60605 0.23 -0.39 -0.49
H -3.02393 -0.82484 -0.98401 -0.35 -0.04 0.75

12.
15
Properties=species:S:1:pos:R:3:forces:R:3 method="wB97M-V/def2-TZVPD" spin_multiplicity=3 charge=+1 relative_energy_ev=1.705 s_squared=2.008 homo_lumo_gap_ev="5.8 / 7.5" e_homo_ha="-0.34103 / -0.56414"
N 0.06773 -0.03297 -0.15537 -8.93 -1.48 -1.12
N 2.28709 0.42815 0.11773 6.00 -3.14 0.64
C 1.08047 0.76455 -0.06756 -1.13 5.44 -0.18
C 0.05912 -1.52135 -0.12198 0.35 2.37 0.59
C -1.19839 0.66787 -0.36097 8.36 -0.96 -2.45
C -2.31663 0.41100 0.25196 -6.34 -2.12 3.32
H -2.47433 -0.54580 0.83080 -0.01 1.45 -0.58
H 2.89016 1.14264 0.42049 0.86 0.94 0.24
H 1.05088 -1.82461 0.04786 1.15 -0.63 0.57
H -0.59287 -1.81341 0.67510 -0.45 -0.66 0.08
H -3.14361 1.18231 0.18573 1.02 -1.34 0.16
H 2.76691 -0.49681 0.18955 -1.28 1.05 -0.36
H -0.16707 -1.77207 -1.11772 -0.88 -0.94 -0.95
H -1.09804 1.58773 -0.89132 0.54 0.65 -0.10
H 0.78858 1.82278 -0.00431 0.73 -0.62 0.13

| no. | electronic energy (Eh) |
| --- | --- |
| 1 | -212.478708 |
| 2 | -266.989134 |
| 3 | -266.984490 |
| 4 | -266.853074 |
| 5 | -266.844605 |
| 6 | -267.030190 |
| 7 | -266.872952 |
| 8 | -266.946521 |
| 9 | -266.904873 |
| 10 | -266.972298 |
| 11 | -266.784797 |
| 12 | -266.864570 |